{"formula": "C60H61ClI2O7Si2", "method": "ωB97M-V with the def2-TZVPD basis set", "gap_ev": 8.033, "total_charge": 0, "multiplicity": 1, "symbols": ["C", "C", "C", "C", "C", "C", "C", "C", "C", "C", "C", "C", "C", "C", "C", "Si", "Cl", "O", "Si", "C", "I", "C", "C", "I", "H", "H", "H", "H", "H", "H", "H", "H", "H", "H", "H", "H", "H", "H", "H", "H", "H", "H", "H", "H", "H", "H", "H", "H", "H", "H", "H", "H", "H", "H", "H", "H", "H", "H", "H", "H", "H", "C", "C", "C", "C", "C", "C", "C", "O", "C", "C", "C", "C", "C", "C", "C", "O", "H", "H", "H", "H", "H", "H", "H", "H", "C", "C", "C", "C", "C", "C", "C", "O", "C", "C", "C", "C", "C", "C", "C", "O", "H", "H", "H", "H", "H", "H", "H", "H", "C", "C", "C", "C", "C", "C", "C", "O", "C", "C", "C", "C", "C", "C", "C", "O", "H", "H", "H", "H", "H", "H", "H", "H"], "coordinates": [[3.563, 3.909, -1.228], [4.149, 3.690, -2.645], [3.274, 2.595, -3.346], [2.996, 2.877, -4.838], [1.934, 4.010, -4.935], [0.521, 3.436, -4.578], [-0.595, 3.915, -5.548], [-0.936, 5.382, -5.223], [-2.178, 5.889, -6.012], [-3.405, 5.087, -5.507], [-4.737, 5.897, -5.475], [-5.606, 5.327, -4.330], [-7.057, 5.866, -4.285], [-7.600, 5.735, -2.818], [-8.201, 4.318, -2.541], [-7.257, 3.323, -1.245], [-5.179, 3.369, -1.482], [-7.908, 1.778, -1.125], [-7.007, 0.505, -1.783], [-8.274, -0.665, -2.593], [-10.242, -0.757, -1.734], [-8.002, -1.410, -3.645], [-9.037, -2.341, -4.267], [-6.058, -1.403, -4.554], [2.504, 4.203, -1.281], [4.149, 4.612, -0.624], [3.571, 2.922, -0.736], [4.093, 4.629, -3.213], [5.186, 3.331, -2.601], [2.308, 2.602, -2.819], [3.729, 1.610, -3.171], [2.629, 1.953, -5.310], [3.906, 3.192, -5.374], [1.943, 4.521, -5.906], [2.172, 4.720, -4.129], [0.238, 3.783, -3.570], [0.552, 2.337, -4.514], [-1.451, 3.240, -5.390], [-0.248, 3.758, -6.581], [-1.143, 5.465, -4.144], [-0.033, 5.983, -5.418], [-2.277, 6.952, -5.746], [-2.033, 5.753, -7.093], [-3.581, 4.160, -6.071], [-3.203, 4.791, -4.463], [-4.458, 6.932, -5.212], [-5.241, 5.905, -6.451], [-5.608, 4.231, -4.430], [-5.115, 5.585, -3.382], [-7.692, 5.217, -4.909], [-7.162, 6.890, -4.664], [-8.396, 6.486, -2.708], [-6.799, 5.999, -2.112], [-9.191, 4.486, -2.079], [-8.405, 3.749, -3.460], [-7.528, 3.979, 0.048], [-6.447, -0.255, -0.649], [-6.006, 0.914, -2.762], [-8.598, -2.962, -5.057], [-9.486, -2.964, -3.484], [-9.840, -1.762, -4.748], [10.216, 1.720, -1.539], [10.825, 0.591, -1.001], [10.315, 0.005, 0.146], [9.199, 0.552, 0.768], [8.602, 1.700, 0.241], [9.107, 2.274, -0.920], [7.436, 2.327, 0.920], [6.904, 3.318, 0.465], [6.931, 1.715, 2.175], [5.876, 2.319, 2.850], [5.381, 1.752, 4.012], [5.930, 0.571, 4.500], [6.985, -0.031, 3.835], [7.496, 0.541, 2.676], [8.649, -0.098, 1.988], [9.133, -1.129, 2.414], [10.611, 2.171, -2.440], [11.699, 0.167, -1.480], [10.787, -0.877, 0.560], [8.637, 3.155, -1.336], [5.444, 3.235, 2.469], [4.562, 2.226, 4.538], [5.535, 0.122, 5.403], [7.412, -0.948, 4.222], [0.317, -6.027, 7.305], [0.093, -4.668, 7.104], [1.008, -3.910, 6.393], [2.159, -4.505, 5.888], [2.395, -5.864, 6.109], [1.465, -6.624, 6.810], [3.644, -6.508, 5.616], [3.848, -7.690, 5.805], [4.639, -5.670, 4.893], [5.836, -6.237, 4.471], [6.762, -5.467, 3.783], [6.491, -4.130, 3.505], [5.301, -3.561, 3.930], [4.378, -4.325, 4.632], [3.123, -3.687, 5.108], [2.892, -2.518, 4.868], [-0.404, -6.619, 7.854], [-0.799, -4.202, 7.503], [0.830, -2.855, 6.233], [1.640, -7.679, 6.971], [6.047, -7.277, 4.682], [7.696, -5.909, 3.459], [7.213, -3.531, 2.961], [5.094, -2.520, 3.717], [-6.893, -2.814, 1.990], [-7.407, -4.004, 2.496], [-6.551, -5.005, 2.927], [-5.176, -4.825, 2.843], [-4.659, -3.641, 2.314], [-5.522, -2.633, 1.899], [-3.191, -3.450, 2.172], [-2.742, -2.418, 1.715], [-2.286, -4.553, 2.592], [-0.915, -4.415, 2.414], [-0.059, -5.429, 2.811], [-0.569, -6.584, 3.399], [-1.936, -6.728, 3.575], [-2.799, -5.719, 3.164], [-4.267, -5.901, 3.326], [-4.715, -6.908, 3.835], [-7.563, -2.030, 1.662], [-8.479, -4.149, 2.556], [-6.953, -5.927, 3.325], [-5.123, -1.709, 1.500], [-0.515, -3.517, 1.960], [1.009, -5.321, 2.666], [0.103, -7.372, 3.716], [-2.332, -7.628, 4.028]], "atomic_forces_ev_per_a": [[0.5264, -0.6062, -0.2113], [-1.0212, -0.4348, 0.1289], [0.3152, 0.6012, 0.0550], [-0.0607, 0.3703, 0.1441], [-0.2474, -1.0377, 0.8833], [-0.0681, 0.4181, -0.3661], [0.5523, -0.4777, 1.0282], [-0.0778, -0.3934, -0.9764], [0.4718, -0.6820, 1.0054], [-0.5916, 0.7312, -0.1544], [0.7483, -0.2917, 0.7231], [-0.2866, 0.6103, -0.9474], [0.1289, -0.9359, 0.8813], [-0.4460, 0.1257, -1.1384], [0.2778, 0.2765, 0.3780], [-1.2773, 0.2996, 0.2489], [-0.5331, -0.1656, 0.0759], [1.8514, 0.3102, -0.9382], [-1.6867, -0.5668, 0.7968], [0.5610, 1.0040, 0.6100], [0.7204, 0.1596, -0.1520], [-0.8609, -0.8400, -0.6351], [0.5854, 0.0066, -0.6187], [-0.6343, -0.1767, 0.1835], [0.3489, 0.1899, -0.0382], [-0.2337, -0.1231, -0.1128], [0.0379, 0.3861, 0.1338], [0.2440, -0.2243, 0.0630], [-0.1569, 0.3650, 0.0424], [0.1593, -0.2568, -0.2318], [-0.1269, 0.1891, -0.1678], [0.0348, 0.3272, -0.0861], [-0.0728, -0.2241, 0.2570], [-0.0469, -0.1374, 0.2019], [0.1173, 0.2060, -0.6046], [0.0629, -0.1956, -0.2371], [0.0384, 0.2855, -0.2173], [0.0106, 0.4104, -0.1329], [-0.1994, 0.2925, 0.1419], [0.0114, -0.0079, -0.2896], [-0.3169, 0.0190, -0.0324], [-0.2664, -0.2099, -0.4232], [-0.0118, 0.2857, 0.2479], [0.2553, 0.1907, 0.0868], [-0.0226, 0.0061, -0.2971], [-0.3446, -0.1593, -0.2320], [0.0364, -0.0450, 0.2498], [-0.0845, 0.2259, 0.2358], [0.0131, -0.1831, -0.2384], [0.1313, 0.4012, -0.0356], [0.2910, -0.1572, 0.2093], [0.1954, -0.2487, 0.1937], [-0.2178, -0.0499, -0.0995], [0.2780, -0.3772, -0.0032], [0.2353, 0.1973, 0.1564], [0.2377, -0.0661, 0.0185], [0.2405, 0.0740, -0.0548], [-0.0454, 0.2183, -0.0202], [-0.0802, 0.0204, 0.3538], [0.1438, 0.0534, -0.2577], [0.2042, -0.0208, 0.2854], [0.0078, -0.0523, 0.0491], [-0.0643, 0.0489, 0.0028], [0.1398, -0.0416, -0.1171], [-0.0523, 0.1406, -0.0363], [0.0710, -0.1200, 0.0472], [0.1045, 0.0437, -0.1443], [-0.2428, 0.3264, -0.1364], [0.0788, 0.0017, -0.0833], [0.0462, -0.1172, 0.1108], [-0.1408, 0.0542, 0.1078], [0.0321, -0.0412, -0.0167], [0.0075, 0.0106, -0.0154], [-0.0969, -0.0751, 0.1769], [-0.0707, 0.1008, -0.0461], [0.1724, -0.3556, 0.1507], [-0.0540, 0.0379, -0.0452], [-0.0109, -0.0086, 0.0216], [-0.0253, 0.0043, 0.0077], [-0.1203, 0.0141, 0.0835], [-0.0744, -0.0164, 0.1280], [0.0948, -0.0433, -0.1143], [0.0124, -0.0181, -0.0194], [-0.0013, -0.0023, -0.0318], [0.1041, 0.0376, -0.1041], [0.0175, 0.0567, -0.0375], [0.0406, -0.0621, -0.0268], [-0.1790, 0.0343, 0.0729], [0.0060, -0.1799, 0.0521], [-0.0289, 0.1317, -0.0395], [-0.1487, -0.0523, 0.0904], [0.0673, -0.4071, 0.0666], [-0.0221, 0.0678, -0.0181], [0.0072, 0.1049, -0.0111], [0.1839, -0.0198, -0.0897], [-0.0914, 0.0515, 0.0184], [0.0126, -0.0548, 0.0102], [0.2261, 0.0934, -0.1265], [-0.0174, -0.1029, 0.0239], [-0.1029, 0.4590, -0.0792], [0.0231, -0.0537, 0.0282], [0.0158, 0.0119, -0.0162], [0.0135, -0.0133, -0.0221], [0.1149, -0.0276, -0.0912], [0.1283, 0.0437, -0.0567], [-0.1415, 0.0139, 0.0471], [-0.0235, 0.0097, 0.0049], [-0.0069, -0.0040, 0.0283], [-0.1206, -0.0399, 0.0744], [0.0020, -0.0553, 0.0151], [0.0723, 0.0344, -0.0069], [-0.1957, 0.0240, -0.0056], [0.0519, 0.1180, -0.0739], [-0.0723, -0.1178, 0.0573], [-0.1434, 0.0936, -0.0506], [0.1529, 0.3751, -0.1646], [-0.0224, -0.0585, 0.0254], [-0.0399, -0.1442, 0.0561], [0.2204, 0.0101, -0.0176], [-0.0358, -0.0420, 0.0665], [-0.0130, 0.0605, -0.0075], [0.1580, -0.0873, 0.0283], [0.0632, 0.1027, -0.0369], [-0.1671, -0.3598, 0.1693], [0.0294, 0.0590, -0.0264], [0.0138, -0.0125, -0.0040], [0.0235, 0.0075, 0.0049], [0.1464, -0.0151, 0.0257], [0.1174, -0.0783, 0.0106], [-0.1424, 0.0364, 0.0223], [-0.0218, 0.0032, 0.0047], [-0.0132, 0.0216, -0.0003], [-0.1232, 0.0722, -0.0399]], "mulliken_charge": [-1.25, -0.34, -0.67, -0.96, -0.48, -0.93, -0.61, -0.79, -0.64, -0.61, -0.89, -0.41, -0.86, -0.70, -0.72, 0.28, -0.23, 0.01, 0.60, -0.15, -0.01, 0.21, -1.29, -0.01, 0.38, 0.36, 0.27, 0.27, 0.34, 0.30, 0.42, 0.39, 0.31, 0.55, 0.23, 0.31, 0.55, 0.30, 0.27, 0.32, 0.45, 0.33, 0.37, 0.25, 0.39, 0.37, 0.32, 0.26, 0.38, 0.32, 0.42, 0.33, 0.41, 0.37, 0.43, -0.19, -0.17, -0.21, 0.35, 0.37, 0.34, -0.50, -0.49, -0.51, 0.26, 0.16, -0.56, 0.58, -0.67, 0.35, -0.58, -0.64, -0.57, -0.75, 0.44, 0.47, -0.68, 0.40, 0.40, 0.47, 0.47, 0.49, 0.41, 0.44, 0.61, -0.53, -0.52, -0.61, 0.26, 0.28, -0.60, 0.56, -0.67, 0.17, -0.58, -0.64, -0.31, -0.81, 0.23, 0.65, -0.70, 0.44, 0.44, 0.48, 0.49, 0.48, 0.42, 0.52, 0.59, -0.43, -0.56, -0.54, 0.24, 0.21, -0.69, 0.49, -0.67, 0.28, -0.64, -0.49, -0.46, -0.76, 0.27, 0.56, -0.67, 0.48, 0.40, 0.47, 0.54, 0.49, 0.51, 0.48, 0.48]}